# C39H50F7NO29

9 unconnected molecules or ions with the total composition C39H50F7NO29 in a non-equilibrium geometry (wB97M-V/def2-TZVPD, the OMol25 dataset).

The geometry in XYZ format:
```
126
Properties=species:S:1:pos:R:3:lowdin_charge:R:1
F 7.058 0.902 -0.560 0.168
F 4.460 0.856 0.775 0.157
F 5.527 2.677 0.308 0.119
F 3.942 -2.006 -5.003 0.190
F 5.918 1.377 -2.315 0.175
F -0.007 2.783 -0.078 0.129
F 5.491 -0.410 -1.194 0.189
O -0.124 2.572 3.947 0.162
O -8.168 -0.596 4.177 0.070
O 1.732 4.904 -3.316 0.043
O 10.164 -3.314 -2.198 0.057
O -7.597 3.593 3.779 0.148
O 1.920 -6.185 -2.679 0.052
O -4.795 -5.077 6.472 0.063
O -2.883 -4.288 5.658 0.052
O -9.360 3.351 2.405 0.065
O -1.383 -3.047 1.474 0.152
O 2.163 -3.144 -4.341 0.154
O -7.427 4.071 1.584 0.066
O 8.241 -2.742 -1.235 0.057
O -3.036 -4.787 7.849 0.150
O -6.066 -1.098 4.689 0.050
O 8.417 -4.741 -2.265 0.163
O -7.541 -2.758 4.338 0.154
O -0.261 0.248 -5.967 0.153
O 0.108 -1.507 2.194 0.057
O -1.604 -2.084 3.486 0.049
O 0.439 4.722 3.563 0.060
O 2.462 -8.237 -3.346 0.055
O 0.910 6.957 -3.092 0.066
O 0.338 -7.789 -2.737 0.166
O 0.103 1.426 -4.082 0.093
O -0.326 5.183 -2.450 0.166
O -1.440 4.256 4.656 0.064
O -1.097 0.902 0.323 0.153
O 2.880 0.676 -4.687 0.145
N 1.948 -1.219 -5.631 0.202
C -8.257 3.802 0.444 -0.106
C 1.904 0.056 -5.053 -0.330
C -0.276 5.961 3.659 -0.113
C 1.684 1.835 -2.296 -0.117
C -1.457 -2.020 -1.799 -0.221
C 0.671 5.638 -2.911 -0.562
C -6.075 0.315 4.436 -0.100
C -7.291 -1.595 4.398 -0.571
C 2.658 -2.201 -4.924 -0.509
C -8.082 3.670 2.693 -0.579
C 3.349 -6.201 -2.770 -0.115
C 2.607 1.188 -1.313 -0.150
C 3.598 -7.417 -3.641 -0.115
C -5.087 -4.646 5.127 -0.099
C 10.297 -1.930 -1.851 -0.113
C 0.466 0.576 -5.035 -0.378
C 3.674 2.197 -0.974 -0.075
C -0.992 -2.284 2.301 -0.566
C 9.192 -1.750 -0.827 -0.112
C 2.646 5.765 -4.009 -0.103
C 8.892 -3.704 -1.932 -0.569
C 0.105 -0.576 3.296 -0.110
C -9.643 3.771 1.062 -0.105
C -3.526 -4.728 6.766 -0.581
C -0.660 1.699 -0.491 -0.421
C -0.351 3.734 4.050 -0.561
C -1.265 5.672 4.772 -0.112
C 1.459 -7.438 -2.902 -0.572
C 2.292 7.125 -3.438 -0.108
C -3.704 -4.572 4.515 -0.105
C -0.780 -1.191 -2.880 -0.168
C -7.549 0.649 4.553 -0.098
C -0.750 -1.292 4.318 -0.100
C 4.830 1.646 -0.230 -0.477
C 0.404 1.080 -2.698 -0.364
C 5.842 0.860 -1.092 -0.573
C -0.888 -3.431 -1.683 -0.073
C 0.472 -0.408 -2.453 -0.096
C -0.797 1.671 -1.952 -0.004
H 2.134 0.903 -0.392 0.123
H -0.720 -3.666 -0.646 0.047
H -3.610 -3.784 3.774 0.120
H 4.520 -7.943 -3.402 0.131
H 4.048 2.643 -1.879 0.129
H -7.967 2.840 0.020 0.134
H -8.132 4.577 -0.306 0.132
H -7.856 1.449 3.899 0.090
H 3.588 -7.176 -4.705 0.130
H -0.445 -1.887 -3.630 0.097
H -10.318 3.071 0.581 0.134
H -0.342 0.359 2.967 0.099
H -1.384 -1.546 -0.838 0.080
H 0.609 -0.541 -1.399 0.127
H -5.747 -5.354 4.634 0.135
H -5.682 0.494 3.434 0.135
H 3.765 -6.311 -1.768 0.134
H 2.408 7.938 -4.148 0.132
H 1.013 -1.579 -5.774 0.144
H 3.056 0.291 -1.711 0.122
H -1.336 -0.618 4.935 0.134
H -2.502 -2.090 -2.037 0.104
H -3.379 -5.517 4.076 0.134
H 1.382 2.793 -1.937 0.096
H 9.524 -1.974 0.188 0.135
H 11.290 -1.730 -1.458 0.131
H 2.449 5.694 -5.079 0.135
H 2.257 2.025 -3.184 0.104
H 10.139 -1.327 -2.747 0.132
H -0.176 -1.959 4.961 0.135
H -0.768 6.157 2.704 0.133
H -0.860 5.896 5.760 0.133
H -7.841 0.892 5.575 0.141
H 1.338 -0.858 -2.900 0.102
H 2.854 7.356 -2.532 0.133
H -5.454 0.835 5.159 0.134
H -5.571 -3.679 5.163 0.096
H 8.745 -0.762 -0.847 0.110
H -1.586 -4.157 -2.041 0.071
H -10.108 4.757 1.096 0.133
H -1.475 -0.547 -3.384 0.105
H 0.042 -3.546 -2.210 0.059
H -2.216 6.182 4.650 0.132
H -1.717 1.197 -2.225 0.137
H 0.408 6.774 3.887 0.131
H -0.857 2.695 -2.277 0.123
H 3.711 -5.275 -3.209 0.119
H 1.114 -0.389 3.637 0.132
H 3.671 5.465 -3.813 0.132
H 3.268 2.978 -0.359 0.143
```

Summary:
Net charge = 0
Largest force on an atom = 0.071 Eh/bohr
Electronic energy = -121145.777 eV
Frontier orbital gap = 9.646 eV
SMILES = CCCC[C@](CCCC(F)(F)C(F)(F)F)(CC(=O)F)OC(=O)C(=O)NC(=O)F.O=C1OCCO1.O=C1OCCO1.O=C1OCCO1.O=C1OCCO1.O=C1OCCO1.O=C1OCCO1.O=C1OCCO1.O=C1OCCO1
2S+1 = 1
HOMO energy = -10.2 eV